Entry from OMol25: C18H17F3NO3SSiTi as an isolated structure at a distorted geometry (ωB97M-V with the def2-TZVPD basis set).

CARTESIAN COORDINATES (ANGSTROEM)
Ti (0.3632, 0.3631, -0.4199)
F (2.5821, 1.4207, -5.3389)
C (2.2822, 0.5477, -4.3852)
F (2.3216, -0.6700, -4.9313)
F (3.2763, 0.5963, -3.4704)
C (0.9659, 0.8656, -3.7196)
C (0.3104, 2.1418, -3.9920)
C (0.1460, 3.0638, -3.0274)
C (0.7019, 3.0219, -1.6688)
N (0.7880, 2.0420, -0.8894)
C (0.5684, 0.0791, -2.6980)
S (1.4449, -1.1821, -1.8733)
H (0.0402, 2.3654, -5.0150)
H (-0.2773, 4.0216, -3.2935)
H (1.1264, 3.9900, -1.3614)
O (-1.1792, -1.0837, -0.0181)
C (-1.7694, -2.0295, -0.8583)
C (-2.0803, -3.2873, -0.3641)
C (-2.6765, -4.2339, -1.1823)
C (-2.9793, -3.9321, -2.5019)
C (-2.7001, -2.6779, -2.9965)
C (-2.0829, -1.7110, -2.1912)
C (-1.7121, -0.4660, -2.8563)
O (-2.0694, -0.0545, -3.9105)
O (-0.7124, 0.2794, -2.1268)
H (-1.0970, -1.4836, 0.8737)
H (-1.8473, -3.5372, 0.6622)
H (-2.9213, -5.2045, -0.7811)
H (-3.4388, -4.6718, -3.1349)
H (-2.9521, -2.4038, -4.0086)
C (2.0107, -0.5849, 5.2210)
Si (1.0324, 0.9110, 4.5588)
C (-0.7373, 0.9930, 5.2768)
C (1.9432, 2.5463, 4.8946)
C (0.8380, 0.5927, 2.7080)
C (0.7512, 0.3422, 1.5154)
H (2.1620, -0.5065, 6.2937)
H (2.9904, -0.6441, 4.7557)
H (1.4945, -1.5213, 5.0290)
H (-0.7040, 1.1680, 6.3492)
H (-1.2908, 0.0715, 5.1160)
H (-1.3073, 1.8068, 4.8351)
H (2.0448, 2.7069, 5.9649)
H (1.4079, 3.3995, 4.4899)
H (2.9422, 2.5494, 4.4711)

Calculated values
- E_HOMO: -12.30 eV
- LUMO level: -4.79 eV
- Charge: +1
- Orbital gap: 7.50 eV
- DFT total energy: -2813.0643 hartree